w.
The following is a quantum chemistry calculation of C8H14O2 as an isolated structure, from OMol25.

Output
Charge: 0
Gap between HOMO and LUMO (spin up / spin down) in eV: 6.937 / 8.057
HOMO level (spin up / spin down) in eV: -6.68 / -7.45

Each line ends with the Mulliken charge.
Atoms and positions in Å:
C (-1.4138, -0.0028, 0.1983)  1.11
C (-1.1813, -0.3757, -1.1931)  -0.61
C (-1.6602, -1.1863, 1.1180)  -1.48
C (1.9226, -1.1017, -0.0903)  -1.33
C (1.2742, 0.1469, -0.6641)  0.73
C (0.3581, 0.9769, 0.3315)  0.14
C (1.9615, 0.7876, -1.6361)  -1.00
C (0.9161, 1.1951, 1.5994)  -1.08
O (-2.5571, 0.8638, 0.2698)  -0.66
O (-1.7974, 0.3208, -2.1595)  -0.53
H (-2.5954, 1.2670, 1.1439)  0.36
H (-2.4796, 0.8709, -1.7359)  0.38
H (-0.8424, -1.3540, -1.5035)  0.44
H (0.1556, 1.8767, -0.2634)  0.37
H (-0.8656, -1.9228, 1.0259)  0.29
H (-2.5857, -1.7040, 0.8577)  0.41
H (-1.7821, -0.8648, 2.1528)  0.34
H (1.2477, -1.6279, 0.5833)  0.23
H (2.7907, -0.8573, 0.5240)  0.32
H (2.2902, -1.7416, -0.8935)  0.42
H (1.8599, 1.8415, -1.8550)  0.26
H (2.7368, 0.2779, -2.1951)  0.30
H (1.9179, 0.9254, 1.8988)  0.28
H (0.3294, 1.3883, 2.4859)  0.33

=====

x.
The following is a quantum chemistry calculation of C8H14O2 as an isolated structure, from OMol25.

Output
Charge: 0
Gap between HOMO and LUMO in eV: 8.794
HOMO level in eV: -8.63

Each line ends with the Mulliken charge.
Atoms and positions in Å:
C (-0.7624, -2.1804, -1.2822)  -1.09
C (1.3059, 0.0315, 1.5586)  -1.37
C (0.2342, -2.1562, -0.3273)  0.90
C (0.0067, -0.1222, 0.8150)  0.26
C (-1.0500, -0.6985, 1.4247)  -1.04
O (1.3002, -2.4728, 0.0263)  -0.33
H (-0.4515, -2.6042, -2.2325)  0.34
H (-1.2461, -0.7873, -1.3255)  0.37
H (-1.7048, -2.5683, -0.9176)  0.37
H (2.1615, -0.1413, 0.9090)  0.34
H (1.3874, 1.0372, 1.9694)  0.30
H (1.3763, -0.6847, 2.3763)  0.43
H (-0.9579, -1.2053, 2.3764)  0.34
H (-2.0101, -0.7138, 0.9297)  0.36
C (0.9292, 0.9654, -1.3456)  -1.63
C (-0.5637, 2.2454, 0.2321)  -1.74
C (-0.2926, 0.8613, -0.4088)  1.76
O (-1.4004, 0.4483, -1.0943)  -0.84
H (1.1828, 0.0003, -1.7840)  0.31
H (1.8122, 1.3614, -0.8459)  0.35
H (0.6720, 1.6411, -2.1610)  0.44
H (0.2985, 2.6212, 0.7807)  0.34
H (-0.8053, 2.9409, -0.5713)  0.46
H (-1.4221, 2.1810, 0.8979)  0.37

=====

Which one is the least stable? From the structures above, w.